No. 1
48
Properties=species:S:1:pos:R:3:forces:R:3:nbo_charge:R:1 method="wB97M-V/def2-TZVPD" e_above_lowest_kj_mol=1134.0 homo_lumo_gap_ev=8.75 e_tot_ev=-26153.43904 e_homo_ev=-8.17
C -0.279 0.216 2.024 -0.0100 -0.5472 -0.2744 -0.4464
C -0.249 -1.281 1.718 -0.9324 0.2793 0.8812 -0.4267
C 0.489 -1.398 0.424 -1.1058 0.0828 0.2656 -0.0760
O 0.438 -0.114 -0.229 -6.3036 -7.3649 2.7805 -0.5691
C -0.236 0.822 0.660 -0.2578 -1.3191 -0.9816 -0.1184
H 0.597 0.448 2.630 -0.0718 0.4704 0.0959 0.2067
H -1.206 0.585 2.461 0.3105 -0.5296 0.5856 0.2406
H -1.278 -1.618 1.594 0.0286 -0.3227 0.2408 0.2088
H 0.278 -1.803 2.517 -0.4130 -0.3168 -0.0050 0.2146
H 0.056 -2.160 -0.225 -0.7765 1.9477 1.6447 0.1919
H 1.470 -1.779 0.706 0.8813 0.6208 -0.6994 0.1637
H -1.224 1.054 0.262 0.7462 -1.8340 0.1116 0.2096
H 0.370 1.724 0.576 -2.0482 -0.3774 0.8244 0.2619
C 3.292 1.283 -0.562 -0.1202 1.9002 -0.1815 -0.4170
C 3.380 2.576 -1.488 0.5905 -2.2681 -0.4953 -0.4325
C 2.401 3.527 -0.887 -0.8383 -0.5216 0.0145 -0.0722
O 1.458 2.747 -0.108 1.4479 0.2676 -0.0142 -0.5975
C 1.792 1.329 -0.185 7.4720 3.2439 -1.0229 -0.1236
H 3.873 1.425 0.349 0.2561 0.2843 0.0544 0.1846
H 3.643 0.335 -0.967 -0.2419 0.1328 -0.4704 0.2102
H 3.006 2.329 -2.482 -0.0355 -0.4151 -0.0704 0.1958
H 4.383 2.948 -1.695 0.0359 0.2003 0.5283 0.2157
H 1.752 3.867 -1.694 0.4595 1.2051 0.1493 0.1863
H 2.931 4.258 -0.276 -0.6126 0.3579 0.0249 0.1827
H 1.230 0.668 -0.845 1.9625 3.1640 -1.5244 0.2741
H 1.771 0.897 0.815 0.4942 0.4469 -0.0667 0.1510
N -4.102 2.844 1.835 -1.0110 -0.0490 -1.0028 -0.4231
C -4.205 2.875 0.483 0.3137 0.1810 1.7045 0.0308
C -3.090 2.815 -0.331 -1.4896 0.7357 -1.4483 -0.2606
C -1.877 2.631 0.211 0.7233 2.0907 0.8541 -0.2091
C -1.763 2.632 1.583 -0.3045 0.6853 1.0743 -0.2551
C -2.903 2.746 2.386 0.9011 0.0966 -1.1275 0.0205
H -5.203 3.042 0.104 -0.0526 -0.0941 -0.1368 0.1969
H -3.125 3.089 -1.375 -0.4516 -0.4327 -0.2632 0.2159
H -0.949 2.658 -0.342 -0.4365 0.4597 -0.4394 0.2452
H -0.750 2.520 1.940 -0.3391 0.5155 0.6965 0.2245
H -2.853 2.817 3.463 0.0717 -0.1197 0.1410 0.1963
N 0.501 -6.154 -0.863 -0.4847 0.1267 -1.0574 -0.4134
C -0.620 -6.282 -1.628 0.1030 1.6296 1.3387 0.0232
C -1.390 -5.159 -1.942 0.4513 -0.9638 0.2729 -0.2442
C -0.910 -3.891 -1.617 -1.2919 -0.5166 -1.8042 -0.1913
C 0.337 -3.749 -1.122 2.0960 -1.6113 0.7511 -0.2660
C 0.991 -4.920 -0.654 -1.1719 -0.9465 -0.5836 0.0294
H -1.019 -7.261 -1.848 0.3681 -0.2473 0.0163 0.1969
H -2.346 -5.326 -2.416 -0.0767 0.2613 -0.0917 0.2172
H -1.501 -3.056 -1.964 0.0088 0.3662 0.2640 0.2187
H 0.752 -2.768 -0.943 0.8975 -1.7291 -1.4894 0.2268
H 1.885 -4.988 -0.052 0.2582 0.7745 -0.0645 0.2015



No. 2
49
Properties=species:S:1:pos:R:3:forces:R:3:nbo_charge:R:1 method="wB97M-V/def2-TZVPD" e_above_lowest_kj_mol=317.1 smiles=COc1cccc(OC)c1OCCCCCc1c(C)n[nH]c1C homo_lumo_gap_ev=8.45 e_tot_ev=-28209.52036 e_homo_ev=-7.69
C 1.048 2.155 2.555 -0.0598 0.0683 0.2376 -0.2563
H 1.012 3.239 2.709 0.0056 -0.0422 -0.0088 0.1718
O 1.139 1.824 1.191 -0.2427 0.0060 -0.5341 -0.5142
C 0.041 2.050 0.397 0.1556 -0.0879 0.0139 0.2429
C -1.033 2.836 0.809 0.0101 0.0517 0.1276 -0.2986
C -2.100 3.074 -0.030 0.0517 -0.0148 0.0425 -0.2076
C -2.131 2.531 -1.302 -0.0664 -0.0632 -0.2052 -0.3146
C -1.082 1.733 -1.726 0.2163 -0.1002 -0.0265 0.2594
C 0.020 1.481 -0.882 -0.0211 -0.0665 -0.1934 0.2695
O 0.961 0.681 -1.456 -0.3280 0.2918 -0.0246 -0.5139
C 2.041 0.142 -0.717 0.6491 -0.2497 0.1295 -0.0634
C 2.640 -0.998 -1.546 -0.1690 0.0273 0.2557 -0.4160
C 2.080 -2.362 -1.141 -0.0390 0.1514 -0.2728 -0.3979
C 0.570 -2.490 -1.384 0.0326 -0.2050 0.1249 -0.3951
H 0.145 -1.500 -1.540 -0.0972 -0.0014 -0.0520 0.2175
H 0.389 -3.067 -2.293 -0.0121 0.0595 -0.0750 0.2019
C -0.159 -3.167 -0.213 0.0485 0.1355 -0.1054 -0.4148
C -0.178 -2.301 1.003 0.2192 -0.1222 0.2980 -0.1434
C 0.663 -2.322 2.099 -0.1766 0.0153 -0.0966 0.1541
N 0.259 -1.307 2.902 0.1690 -0.2662 -0.1767 -0.3455
N -0.786 -0.642 2.401 -0.4567 0.5625 0.1166 -0.2933
C -1.068 -1.227 1.251 0.3055 -0.0970 0.2606 0.1576
C -2.216 -0.795 0.413 0.0221 -0.0282 0.0905 -0.6505
H -2.620 0.136 0.801 -0.0567 0.0920 -0.0320 0.2398
H -2.996 -1.557 0.427 -0.0908 -0.0049 -0.0464 0.2163
H -1.905 -0.645 -0.618 -0.0407 0.0285 -0.1208 0.2217
H 0.649 -1.038 3.791 -0.0978 -0.0159 -0.1190 0.3996
C 1.788 -3.212 2.492 -0.0101 0.0737 0.0036 -0.6526
H 1.644 -3.576 3.509 0.0421 -0.0870 0.0239 0.2218
H 2.739 -2.679 2.455 0.0817 -0.0590 -0.0262 0.2217
H 1.843 -4.066 1.822 0.0515 -0.0498 -0.0029 0.2314
H -1.190 -3.374 -0.512 0.0072 -0.1274 0.0253 0.2147
H 0.323 -4.121 0.014 -0.0746 -0.0717 -0.0395 0.2023
H 2.289 -2.507 -0.081 0.0669 -0.0464 0.0746 0.1903
H 2.614 -3.143 -1.688 0.0095 -0.0776 0.0846 0.2028
H 2.424 -0.798 -2.596 0.1051 0.0355 -0.0848 0.2162
H 3.724 -1.007 -1.415 0.0308 0.0589 -0.0509 0.2035
H 1.698 -0.237 0.249 0.0175 0.0383 -0.0590 0.1885
H 2.787 0.927 -0.537 -0.1408 -0.1144 0.0193 0.1813
O -1.016 1.113 -2.944 0.2152 0.0752 0.4529 -0.4876
C -2.070 1.317 -3.849 -0.2080 0.0433 -0.1351 -0.2482
H -2.173 2.373 -4.121 -0.0062 -0.0412 0.0260 0.1747
H -1.808 0.742 -4.737 -0.0617 0.0535 0.0372 0.1988
H -3.023 0.951 -3.451 0.0375 0.0327 -0.0147 0.1729
H -2.974 2.726 -1.945 -0.0626 -0.0159 -0.1033 0.2182
H -2.919 3.690 0.309 -0.0642 0.0546 0.0345 0.2130
H -1.035 3.271 1.794 0.0442 0.0133 0.1168 0.2196
H 1.960 1.766 3.008 -0.0549 0.0460 0.0301 0.1901
H 0.174 1.684 3.015 0.0432 0.0407 -0.0207 0.1994



No. 3
49
Properties=species:S:1:pos:R:3:forces:R:3:nbo_charge:R:1 method="wB97M-V/def2-TZVPD" e_above_lowest_kj_mol=71.3 smiles="CCCN1Cc2cccc(C(=O)NCCCOC(C)C)c2C1=O" homo_lumo_gap_ev=9.27 e_tot_ev=-28212.06825 e_homo_ev=-9.02
C 2.310 4.304 -2.602 0.1606 -0.0952 0.1644 -0.6113
C 2.945 3.825 -1.303 -0.2042 0.1481 0.0410 -0.4032
H 3.075 2.742 -1.333 0.0870 0.0040 0.0627 0.2201
C 2.112 4.176 -0.067 0.4974 -0.2543 -0.0307 -0.2107
N 0.814 3.546 -0.078 -0.0916 0.1626 -0.0526 -0.4054
C 0.634 2.240 0.217 0.2381 0.0113 0.0570 0.6696
O 1.553 1.490 0.522 0.2360 -0.0321 0.0317 -0.6513
C -0.821 1.964 0.104 -0.6472 0.1723 -0.1137 -0.1858
C -1.599 0.811 0.262 -0.3235 0.2297 -0.1537 -0.0140
C -2.974 0.941 0.060 0.1224 -0.2227 0.0678 -0.1953
C -3.571 2.142 -0.275 0.0942 0.1867 -0.0195 -0.1824
C -2.800 3.282 -0.434 0.0380 -0.0542 0.0133 -0.2314
C -1.438 3.172 -0.245 0.1843 -0.2637 0.0822 0.0838
C -0.407 4.249 -0.370 -0.1623 0.2513 -0.0530 -0.2430
H -0.390 4.687 -1.374 -0.0008 -0.0235 0.0635 0.2138
H -0.574 5.060 0.350 0.0106 -0.0517 -0.0617 0.2113
H -3.246 4.228 -0.700 -0.0615 0.0998 -0.0320 0.2160
H -4.640 2.189 -0.416 -0.0936 -0.0121 -0.0090 0.2189
H -3.569 0.047 0.174 0.0012 -0.0388 -0.0003 0.2514
C -1.156 -0.588 0.607 0.2633 -0.0850 0.1870 0.6335
O -1.956 -1.511 0.544 -0.1818 -0.1342 -0.0865 -0.6488
N 0.109 -0.742 1.020 0.1874 0.0248 0.0663 -0.6113
C 0.642 -2.051 1.311 -0.0217 -0.2050 -0.1489 -0.2244
C 1.486 -2.578 0.145 -0.0852 -0.2800 0.2590 -0.4462
C 2.026 -3.999 0.379 0.1872 0.2690 -0.0513 -0.0579
O 1.328 -5.012 -0.305 -0.1827 -0.2316 -0.1149 -0.5414
C -0.024 -5.252 0.068 -0.2328 -0.2530 0.0033 0.0943
C -0.145 -5.863 1.467 0.1645 0.3013 -0.3208 -0.6394
H -1.182 -6.122 1.660 -0.1176 -0.0186 0.0674 0.2147
H 0.465 -6.761 1.531 0.0541 -0.1070 0.0067 0.2095
H 0.179 -5.164 2.234 0.0072 0.0253 0.1370 0.2052
C -0.580 -6.207 -0.984 0.1949 0.3811 0.2110 -0.6110
H -1.634 -6.396 -0.801 -0.1232 -0.0508 0.0037 0.2066
H -0.463 -5.773 -1.973 -0.0213 0.0234 -0.1149 0.2159
H -0.034 -7.146 -0.954 0.0492 -0.1391 0.0117 0.2063
H -0.596 -4.314 0.032 0.0632 -0.0367 -0.0089 0.1733
H 2.070 -4.207 1.458 0.0458 -0.0185 -0.0368 0.1567
H 3.041 -4.079 -0.020 -0.0637 0.0507 0.1639 0.1916
H 2.321 -1.892 -0.010 0.0122 0.0221 -0.0598 0.2084
H 0.883 -2.580 -0.765 0.0228 0.0335 -0.0471 0.2191
H -0.208 -2.709 1.506 0.1659 0.0251 0.0719 0.2253
H 1.259 -1.983 2.213 -0.0704 -0.0694 -0.0288 0.1919
H 0.780 0.022 0.928 -0.1850 0.0905 -0.0149 0.4334
H 2.645 3.831 0.825 -0.0778 0.1341 -0.0359 0.2235
H 1.963 5.256 0.000 -0.0080 -0.0387 0.0434 0.1981
H 3.930 4.280 -1.186 0.0555 -0.0466 0.0351 0.2052
H 2.971 4.098 -3.440 -0.0121 0.0081 -0.1284 0.2183
H 2.125 5.376 -2.569 -0.0533 0.1236 -0.0616 0.1972
H 1.369 3.790 -2.785 -0.1215 -0.0158 -0.0653 0.2017